(1)
80
Properties=species:S:1:pos:R:3 method="wB97M-V/def2-TZVPD" charge=0 s_squared=2.004 energy_ev=-184860.9953 spin_multiplicity=3 max_force_ev_per_a=8.92 orbital_gap_ev="8.60 / 8.13"
As 3.89 0.52 -0.60
Ni -0.02 0.34 -0.88
S -3.02 -1.11 -0.36
S -3.13 0.97 -1.41
F -2.21 -1.78 0.81
F 4.20 -0.91 -1.67
F 4.40 1.73 -1.80
F 5.45 0.55 0.20
F 3.34 -0.68 0.63
F 3.31 1.80 0.47
F -2.02 2.03 -1.86
F 2.20 0.35 -1.21
O -3.67 0.47 -2.67
O -3.87 1.90 -0.48
O -4.35 4.05 1.13
O -2.96 -2.21 -1.33
O 0.14 2.40 -0.46
O 2.62 0.96 -4.84
O 0.21 -1.74 -1.46
O 0.59 -2.12 3.05
O -4.33 -0.95 0.28
N -1.62 -2.59 4.80
N 0.54 0.22 1.17
N -1.91 0.02 -0.64
N 0.10 0.75 -3.12
C -3.09 4.61 1.20
C -0.05 1.44 2.99
C -0.41 -0.56 -3.63
C -1.38 -5.03 4.74
C -0.64 -3.69 4.66
C 0.45 -3.08 -0.91
C 0.32 -3.52 3.39
C 0.30 -1.80 -2.88
C 0.21 3.67 -1.14
C -0.24 1.41 1.56
C -0.35 -0.55 -5.13
C 3.13 2.20 -4.91
C 0.20 2.69 0.89
C 1.64 -1.57 3.83
H -3.12 5.59 0.71
H 1.28 -4.03 3.36
H 0.87 0.82 -3.77
H -0.02 -3.91 -1.44
H -0.19 0.44 -5.54
H -0.14 -3.81 2.45
H -2.03 -2.59 3.88
H 1.03 4.30 -0.81
H 1.49 -3.43 -0.89
H 0.29 3.45 -2.20
H -2.45 4.03 0.54
H -1.07 -1.74 4.77
H -2.89 4.92 2.23
H -0.62 -5.80 4.59
H 3.36 0.36 -5.02
H 1.46 0.17 1.60
H -1.33 1.38 1.44
H 1.34 -1.31 4.85
H 0.10 -3.56 5.45
H -1.85 -5.15 5.71
H -0.31 -2.63 -3.26
H -0.33 2.35 3.53
H -0.54 1.46 -3.43
H -0.35 3.58 1.20
H -1.49 -0.67 -3.50
H 0.08 -3.18 0.11
H 0.40 -1.17 -5.63
H -0.34 0.59 3.60
H -1.33 -0.79 -5.56
H -2.14 -5.14 3.97
H 0.05 -0.56 1.59
H 2.50 -2.24 3.86
H 2.00 -0.71 3.27
H 1.23 2.93 1.15
H 4.21 2.22 -4.76
H 1.34 -1.93 -3.19
H 2.83 2.57 -5.89
H 2.63 2.87 -4.21
H -4.26 3.34 0.50
H -0.67 4.29 -0.96
H 1.01 1.51 3.26

(2)
75
Properties=species:S:1:pos:R:3 method="wB97M-V/def2-TZVPD" charge=+1 energy_ev=-191090.2503 max_force_ev_per_a=0.90 orbital_gap_ev=7.13
Br -4.25 -2.84 0.33
Cl -2.78 -0.62 4.15
S 0.29 -0.65 -1.65
S 3.91 2.23 -3.40
S -5.61 -6.57 3.43
S -2.03 4.22 -0.24
S 8.20 5.23 -3.71
P -2.01 -1.03 2.32
P -3.87 -0.78 0.93
O 1.59 -1.51 -1.25
O 0.06 -2.79 3.35
O 3.09 2.89 -2.33
O 6.83 4.91 -4.23
O -3.08 -0.14 -0.32
O -0.84 -1.32 -1.05
O 0.30 -0.41 -3.06
O -1.10 3.13 0.23
O -5.70 -5.77 2.18
N -1.68 -3.94 2.03
C -7.24 -6.61 4.18
C 0.69 0.86 -0.84
C -2.13 -4.95 3.01
C -5.58 -8.30 2.94
C -0.88 -4.48 0.92
C -3.69 3.62 0.04
C 1.24 0.82 0.60
C -0.89 0.31 1.82
C 8.50 6.95 -4.15
C 0.53 -0.18 1.52
C 8.01 5.50 -1.95
C 4.14 3.41 -4.71
C -2.01 5.45 1.06
C 2.74 1.16 -4.24
B -1.07 -2.81 2.62
H 3.20 0.67 -5.10
H 0.02 -4.99 1.27
H 1.06 1.84 0.97
H 7.65 7.55 -3.81
H -4.64 -8.47 2.41
H 1.40 -2.47 -1.32
H 1.11 -0.34 2.43
H 8.95 5.86 -1.53
H -2.22 4.96 2.02
H -1.34 0.73 0.91
H -4.40 4.43 -0.16
H 3.17 3.83 -4.99
H 4.81 4.19 -4.34
H -0.25 1.43 -0.87
H -3.22 -5.04 2.93
H -1.67 -5.92 2.79
H -1.87 -4.68 4.04
H -2.66 -0.73 -0.98
H -0.92 1.11 2.56
H -1.02 5.89 1.07
H -1.49 -5.19 0.36
H 2.32 0.67 0.60
H 8.59 6.99 -5.23
H 2.45 0.41 -3.51
H -7.47 -5.60 4.50
H 0.47 -1.14 1.01
H -7.97 -6.94 3.43
H -2.76 6.21 0.84
H -3.78 3.28 1.07
H 9.43 7.28 -3.68
H 7.76 4.53 -1.50
H -5.61 -8.93 3.83
H 1.39 1.37 -1.51
H -7.23 -7.28 5.04
H -0.60 -3.67 0.24
H 7.20 6.21 -1.78
H -3.86 2.80 -0.65
H 1.87 1.75 -4.54
H -6.42 -8.50 2.29
H 4.61 2.92 -5.56
H 0.28 -2.02 3.89

(3)
67
Properties=species:S:1:pos:R:3 method="wB97M-V/def2-TZVPD" de_lowest_kcal_mol=0.0 charge=+1 s_squared=2.003 energy_ev=-40060.7068 spin_multiplicity=3 max_force_ev_per_a=1.24 orbital_gap_ev="8.65 / 6.13"
Pd 0.58 -1.76 -0.74
O -2.20 1.08 0.30
O -2.14 4.79 3.84
O 1.63 -1.68 -2.73
O -1.10 -1.70 -2.16
O -0.97 1.21 -2.38
O 3.05 3.28 1.13
O -0.89 -2.50 0.75
O 0.27 0.21 -0.30
O -0.96 2.35 2.49
N 3.10 0.48 1.05
N 0.51 -4.06 -0.92
C -0.61 -6.14 -0.08
C -0.68 -1.48 -3.54
C -1.89 2.14 -1.80
C -1.14 -1.70 1.92
C 3.09 2.67 -0.12
C -2.84 1.43 -0.90
C 0.73 -0.93 -3.58
C -2.76 3.51 3.65
C -1.00 -3.89 0.98
C -0.75 -4.64 -0.31
C 1.96 4.16 1.28
C 3.72 0.61 -1.34
C 3.76 1.31 0.01
C -1.77 2.37 3.64
H 0.42 1.05 0.15
H 1.32 -4.49 -0.45
H -0.83 -2.38 -4.14
H -1.52 2.08 1.74
H 2.68 0.48 -1.64
H -2.30 1.42 3.77
H -1.34 2.91 -1.24
H -1.10 2.50 4.50
H -1.32 -0.69 -3.94
H -2.18 -1.38 1.94
H -0.46 0.84 -1.63
H 2.07 2.62 -0.56
H -3.19 0.54 -1.45
H -2.02 -1.45 -2.04
H 0.62 -4.40 -1.87
H -0.22 -4.20 1.69
H 4.16 1.29 -2.08
H -1.50 -6.51 0.45
H -3.70 2.04 -0.63
H 1.03 3.59 1.21
H -3.26 3.62 2.69
H 2.10 0.46 0.82
H -0.91 -2.26 2.83
H -1.50 -4.46 -1.08
H -3.46 3.34 4.48
H -0.68 -6.64 -1.05
H 1.95 4.91 0.47
H 0.72 0.10 -3.22
H -0.50 -0.82 1.89
H 4.25 -0.34 -1.42
H -1.98 -4.14 1.39
H -1.55 4.73 4.60
H -2.39 2.68 -2.61
H 0.28 -6.46 0.46
H 3.65 3.30 -0.84
H -1.38 0.59 0.05
H 1.10 -0.87 -4.60
H 4.80 1.50 0.28
H 2.02 4.65 2.24
H 3.04 1.09 1.87
H 2.41 -1.95 -3.22